Version A
C6H5N3O3 | the ωB97M-V functional and the def2-TZVPD basis

## Properties
Kohn-Sham gap = 0.3516 Ha
lowest unoccupied orbital energy = -0.534 eV
SMILES string = O=[N+]([O-])c1ccc(/C=N\O)nc1
charge = 0

Last column: Löwdin charge in e.
CARTESIAN COORDINATES (ANGSTROEM)
O 3.325 -1.000 -0.486  0.106
N 2.290 -1.550 -0.609  -0.376
O 2.140 -2.722 -0.844  0.071
C 0.980 -0.783 -0.498  -0.142
C -0.209 -1.457 -0.535  -0.016
C -1.303 -0.614 -0.398  -0.015
C -1.192 0.758 -0.119  -0.378
C -2.370 1.531 0.044  -0.116
N -2.745 2.146 1.111  -0.015
O -2.021 1.898 2.184  0.036
N -0.067 1.305 -0.016  0.156
C 1.089 0.570 -0.197  0.018
H -0.257 -2.651 -0.962  0.203
H -2.352 -1.215 -0.530  0.169
H -2.967 1.875 -0.927  0.165
H -2.427 2.492 2.678  0.024
H 2.137 0.763 -0.268  0.111

Version B
C6H5N3O3 | the ωB97M-V functional and the def2-TZVPD basis

## Properties
Kohn-Sham gap = 0.3454 Ha
lowest unoccupied orbital energy = -0.381 eV
SMILES string = O=NN(c1ccccc1)[N+](=O)[O-]
charge = 0

Last column: Löwdin charge in e.
CARTESIAN COORDINATES (ANGSTROEM)
O 0.619 0.650 -3.697  0.005
N 0.116 -0.443 -3.879  0.009
N -0.265 -1.083 -2.752  -0.004
C -0.163 -0.485 -1.469  -0.185
C -0.801 0.705 -1.111  -0.012
C -0.731 1.064 0.196  -0.073
C 0.142 0.462 1.075  -0.062
C 0.878 -0.637 0.721  -0.063
C 0.590 -1.210 -0.499  0.002
N -0.850 -2.401 -2.996  -0.388
O -1.196 -2.977 -2.029  0.134
O -0.827 -2.760 -4.111  0.135
H -1.453 1.336 -1.676  0.119
H -1.267 1.935 0.418  0.096
H 0.357 0.681 2.050  0.083
H 1.517 -1.225 1.308  0.098
H 1.091 -2.115 -0.723  0.106

Most stable structure among those shown: version B.